[1]
63
Properties=species:S:1:pos:R:3 method="wB97M-V/def2-TZVPD" spin_multiplicity=1 relative_energy_kj_mol=0.0 homo_lumo_gap_ev=7.3 e_homo_ev=-7.12
Pt -0.1063 -0.3035 0.3772
C -3.1803 -2.7733 -3.1278
N -3.0608 -1.3333 -3.0137
C -3.7290 -0.4035 -3.7806
C -3.3287 0.8110 -3.3657
N -2.4095 0.6197 -2.3418
C -2.2451 -0.7169 -2.1252
S -1.4066 -1.6355 -0.9620
C -1.7085 1.7168 -1.7552
C -2.3732 2.9148 -1.5201
C -1.5944 3.9954 -1.1422
C -0.2182 3.8360 -1.0226
C 0.3220 2.5755 -1.2162
N -0.4220 1.5220 -1.5579
H -3.9044 -2.9950 -3.9066
H -3.5136 -3.1965 -2.1813
H -2.2133 -3.2053 -3.3820
H -4.4200 -0.6918 -4.5502
H -3.5726 1.7929 -3.7240
H -3.4472 2.9924 -1.6108
H -2.0613 4.9483 -0.9341
H 0.4258 4.6642 -0.7646
H 1.3808 2.3852 -1.0899
C 1.7508 -0.5614 -0.3357
C 2.4478 -1.6892 -0.5950
C 3.8217 -1.9662 0.0102
C 4.5220 -3.1483 -0.6040
C 3.9033 -4.0256 -1.3942
C 2.5245 -3.8176 -1.8030
C 1.8548 -2.7124 -1.4364
H 4.4662 -1.0881 -0.1000
H 5.5510 -3.3070 -0.3028
H 4.4313 -4.8958 -1.7622
H 2.0590 -4.5464 -2.4529
H 0.8604 -2.5210 -1.8128
C 3.4889 -3.2156 5.7117
C 3.5603 -2.8603 4.2522
C 2.5231 -3.2024 3.3870
C 2.5847 -2.8994 2.0352
C 3.6870 -2.2315 1.5068
C 4.7190 -1.8876 2.3694
C 4.6591 -2.1963 3.7192
S 2.6515 0.8520 1.7218
O 2.5732 0.5467 0.1617
O 2.9389 2.2716 1.7885
N 0.8713 0.6965 1.9964
C 0.1906 1.9361 2.4821
C -1.2575 1.9875 2.0054
C -2.0091 0.7139 2.4112
O -2.7228 0.7124 3.3965
O -1.7416 -0.3319 1.6889
H 3.2997 -4.2819 5.8442
H 2.6785 -2.6795 6.2092
H 4.4187 -2.9702 6.2237
H 1.6508 -3.7154 3.7756
H 1.7638 -3.1814 1.3867
H 5.5853 -1.3640 1.9791
H 5.4773 -1.9121 4.3705
H 0.7092 -0.0929 2.6245
H 0.7612 2.7768 2.0921
H 0.2431 1.9597 3.5719
H -1.2412 2.0878 0.9210
H -1.7628 2.8483 2.4421

[2]
67
Properties=species:S:1:pos:R:3 method="wB97M-V/def2-TZVPD" spin_multiplicity=1 relative_energy_kj_mol=128.0 homo_lumo_gap_ev=4.3 total_charge=+2 e_homo_ev=-12.02
C 4.4964 -1.1971 -0.2440
C 3.6835 -0.1845 -0.7307
C 2.7742 -0.4717 -1.7995
C 2.4453 -1.8261 -2.0597
C 3.2460 -2.8359 -1.5222
C 4.2960 -2.5208 -0.6621
C 1.1551 -2.1222 -2.7396
C 0.5610 -0.9546 -3.4469
C 1.0198 0.3440 -3.1114
C 0.1613 1.4606 -3.3718
C -0.9092 1.3063 -4.2395
C -1.2458 0.0333 -4.7216
C -0.5430 -1.0902 -4.2913
H 5.2677 -0.9540 0.4904
H 3.0295 -3.8737 -1.7880
H 4.9399 -3.3110 -0.2735
H 1.2036 -3.0178 -3.3655
H -1.5033 2.1806 -4.5119
H -2.0866 -0.0787 -5.4065
H -0.8454 -2.0938 -4.6015
N 2.1585 0.5676 -2.4116
Pb -1.0349 -2.6921 -0.3662
C 3.5742 1.1860 -0.0954
H 3.4377 1.9558 -0.8663
H 4.4579 1.4054 0.5183
C 0.3950 2.7031 -2.5406
H 1.4702 2.8907 -2.4223
H -0.1051 3.5746 -2.9838
P 2.1196 1.2712 1.0201
P -0.3012 2.4905 -0.8580
C -2.0154 2.0249 -1.0364
H -2.5645 2.3103 -0.1291
H -2.4530 2.5473 -1.8978
H -2.1223 0.9406 -1.1717
C -0.1544 4.0550 -0.0077
H -0.8453 4.7619 -0.4890
H -0.4399 3.9420 1.0458
H 0.8646 4.4576 -0.0761
C 2.2071 -0.1097 2.1505
H 3.2462 -0.4561 2.2303
H 1.8671 0.2203 3.1419
H 1.5666 -0.9405 1.8244
C 2.1943 2.8077 1.9312
H 1.2282 3.0165 2.4077
H 2.9568 2.6919 2.7146
H 2.4786 3.6463 1.2825
C 0.5368 1.0934 0.0499
O 0.0379 -0.0623 -0.0624
H 0.2676 -2.4768 -1.7568
O -5.8355 -0.4411 5.0031
N -4.7133 -0.9619 5.1716
O -4.2526 -1.2356 6.3000
C -3.9189 -1.2783 4.0078
C -4.4200 -0.9856 2.7265
C -3.7642 -1.5286 1.6193
C -2.8115 -2.5872 1.8485
O -2.6137 -3.5537 1.0104
C -2.0264 -2.4123 3.0450
C -2.6577 -1.8806 4.1715
N -0.6163 -2.4970 2.9440
O 0.1070 -2.4079 3.9344
O -0.0849 -2.5507 1.7510
N -3.7554 -0.8788 0.3619
O -2.7977 -1.1690 -0.4781
O -4.5535 0.0202 0.0996
H -5.2864 -0.3427 2.5910
H -2.1739 -1.9252 5.1435

[3]
71
Properties=species:S:1:pos:R:3 method="wB97M-V/def2-TZVPD" spin_multiplicity=2 relative_energy_kj_mol=0.0 homo_lumo_gap_ev="7.0 / 6.4" total_charge=-1 e_homo_ev="-4.60 / -4.77"
Hg -0.7234 -0.5501 -1.3100
Cl -1.1633 -1.3921 -8.8698
C -1.2148 -0.9624 -7.1797
C -1.7899 0.2621 -6.7992
C -1.8130 0.6243 -5.4841
C -1.2601 -0.1988 -4.4511
O -1.2770 0.2313 -3.2530
C -0.7268 -1.4653 -4.8677
C -0.2116 -2.4457 -3.9549
O -0.0229 -2.3597 -2.7452
C -0.7162 -1.8087 -6.2361
H -2.2119 0.9048 -7.5609
H -2.2490 1.5669 -5.1787
H 0.0450 -3.4081 -4.4394
H -0.2841 -2.7574 -6.5335
C -5.6795 -2.8952 -0.1796
N -4.5958 -2.0540 0.2886
C -4.6964 -1.3356 1.4429
C -3.7369 -0.4906 1.8409
C -2.5600 -0.3269 1.0086
O -1.6750 0.4763 1.2820
N -2.4738 -1.1054 -0.1324
C -3.4460 -1.9747 -0.5142
O -3.3657 -2.6857 -1.5068
H -6.3640 -3.0935 0.6428
H -5.2748 -3.8301 -0.5594
H -6.2230 -2.4114 -0.9940
H -5.5991 -1.4991 2.0176
H -3.8020 0.0847 2.7504
C 0.4920 -3.7906 0.4810
O 1.0305 -2.4718 0.5676
C 0.7667 -1.8011 1.7166
O 0.1143 -2.2922 2.6014
C 1.2904 -0.4123 1.6492
C 1.4573 0.2946 2.7675
As 1.7496 2.2446 3.0232
C 3.4392 1.9010 4.0307
C 2.4801 2.4268 1.2472
C 1.4916 2.0988 0.2629
As 1.3987 0.2624 -0.2057
C 3.2041 -0.3462 -0.6266
C 0.2479 2.8155 0.2545
O -0.0632 3.7390 0.9792
O -0.6262 2.4698 -0.7956
C -0.2201 3.0466 -2.0326
C 3.8287 2.6924 0.8613
O 4.3524 2.3961 -0.1942
O 4.6109 3.3816 1.7967
C 4.0976 4.6570 2.1504
C 1.4076 -0.3779 4.0954
O 2.1071 -1.2886 4.4563
O 0.5303 0.2560 4.9085
C 0.3872 -0.2505 6.2340
H 0.6712 -4.1244 -0.5368
H -0.5771 -3.7793 0.6903
H 0.9880 -4.4435 1.2000
H 3.2109 1.3809 4.9619
H 3.9456 2.8342 4.2663
H 4.1035 1.2815 3.4306
H 3.8964 -0.0169 0.1427
H 3.5100 0.0825 -1.5788
H 3.1890 -1.4323 -0.6921
H -0.9664 2.7634 -2.7695
H 0.7591 2.6712 -2.3467
H -0.1648 4.1368 -1.9502
H 4.8915 5.1758 2.6866
H 3.2145 4.5931 2.7945
H 3.8298 5.2324 1.2603
H 0.3068 0.6068 6.8993
H 1.2485 -0.8615 6.4950
H -0.5201 -0.8515 6.2937

[4]
75
Properties=species:S:1:pos:R:3 method="wB97M-V/def2-TZVPD" spin_multiplicity=1 homo_lumo_gap_ev=7.6 e_homo_ev=-8.33
N -2.1528 0.9630 -4.5113
P -1.1080 2.1590 -4.5225
B -2.0821 3.8150 -4.7957
O -1.8363 4.9950 -4.1120
B -2.9920 5.3643 -3.4116
O -4.2073 5.2642 -4.0748
B -4.3126 4.0886 -4.8078
C -5.4790 3.0498 -4.6912
C -6.8673 3.6413 -4.6264
O -7.1203 4.7921 -4.8288
O -7.8660 2.7562 -4.3673
O -3.1984 3.7690 -5.6031
H -2.1319 0.4783 -3.6205
H -0.4172 2.2897 -3.3118
H -0.1376 2.0329 -5.5421
H -2.9456 5.6477 -2.2634
H -5.3970 2.3011 -5.4843
H -5.2851 2.4928 -3.7591
H -7.4878 1.9655 -3.9582
C -5.4077 0.0207 1.3101
C -5.3085 1.3743 1.6096
C -4.3305 2.1503 1.0092
C -3.4676 1.5474 0.1111
C -3.5486 0.2026 -0.2006
C -4.5278 -0.5642 0.4086
N -2.4372 2.3691 -0.5399
O -2.3742 3.5446 -0.2451
O -1.7061 1.8257 -1.3484
H -6.1741 -0.5808 1.7806
H -5.9945 1.8276 2.3119
H -4.2415 3.2025 1.2344
H -2.8653 -0.2479 -0.9062
H -4.6003 -1.6183 0.1757
C 2.1586 -2.6000 0.9324
C 1.6693 -2.3828 -0.3471
C 0.3313 -2.6044 -0.6303
C -0.4898 -3.0493 0.3884
C -0.0173 -3.2853 1.6678
C 1.3188 -3.0504 1.9443
N -1.9146 -3.2665 0.1055
O -2.3058 -3.0551 -1.0273
O -2.6324 -3.6256 1.0190
H 3.2008 -2.4108 1.1462
H 2.3314 -2.0335 -1.1271
H -0.0628 -2.4356 -1.6213
H -0.6851 -3.6449 2.4365
H 1.6995 -3.2265 2.9386
C 1.8463 3.4285 5.3164
C 1.7541 2.1375 5.8201
C 2.1282 1.0574 5.0374
C 2.5932 1.2974 3.7578
C 2.6892 2.5731 3.2339
C 2.3099 3.6451 4.0254
N 3.0061 0.1558 2.9252
O 2.8894 -0.9596 3.3939
O 3.4358 0.3913 1.8142
H 1.5560 4.2692 5.9325
H 1.3912 1.9706 6.8249
H 2.0603 0.0485 5.4154
H 3.0517 2.7266 2.2286
H 2.3777 4.6505 3.6334
C 8.4175 -4.1908 0.9785
C 7.9250 -3.9866 -0.3038
C 6.5943 -4.2485 -0.5877
C 5.7792 -4.7107 0.4284
C 6.2485 -4.9252 1.7108
C 7.5815 -4.6617 1.9824
N 4.3586 -4.9736 0.1379
O 3.9722 -4.7882 -0.9985
O 3.6563 -5.3455 1.0556
H 9.4564 -3.9814 1.1964
H 8.5773 -3.6209 -1.0849
H 6.1975 -4.0951 -1.5800
H 5.5861 -5.2896 2.4815
H 7.9668 -4.8225 2.9798

[5]
68
Properties=species:S:1:pos:R:3 method="wB97M-V/def2-TZVPD" spin_multiplicity=6 relative_energy_kj_mol=0.0 homo_lumo_gap_ev="7.5 / 7.4" total_charge=-1 e_homo_ev="-5.14 / -5.06"
Fe -0.0069 -0.8426 0.4239
N 0.5145 1.1735 0.8106
C 1.9829 1.2544 0.7840
C 2.5473 0.0247 1.5106
O 3.5628 0.1104 2.1963
N 1.7775 -1.0511 1.3025
C 1.8765 -2.1979 2.1696
C 0.4559 -2.6529 2.5325
O 0.2749 -3.6571 3.2019
O -0.4979 -1.8925 2.0638
H 0.0147 1.6971 0.0937
H 0.1241 1.3805 1.7231
H 2.3690 2.1607 1.2507
H 2.2994 1.2192 -0.2593
H 2.4212 -1.9532 3.0855
H 2.3798 -3.0426 1.6953
S 0.7166 -0.6451 -1.8982
C -0.3282 0.5994 -2.5603
C -0.3660 0.7790 -3.9537
C -1.1477 1.7826 -4.4847
C -1.8896 2.5951 -3.6308
C -1.8048 2.3412 -2.2754
N -1.0565 1.3736 -1.7445
H 0.2255 0.1289 -4.5835
H -1.1822 1.9350 -5.5574
H -2.5243 3.3869 -4.0038
H -2.3819 2.9302 -1.5683
C -3.0927 -4.3419 -0.6088
N -1.7340 -4.0541 -1.0036
C -1.5523 -3.4787 -2.3239
C -0.8047 -3.8257 -0.0549
O 0.3019 -3.3443 -0.2749
H -3.5181 -5.1229 -1.2427
H -3.7112 -3.4431 -0.6932
H -3.1119 -4.6777 0.4268
H -2.0076 -4.1306 -3.0722
H -0.4899 -3.3639 -2.5190
H -2.0116 -2.4869 -2.3651
H -1.1097 -4.1371 0.9535
Cl -7.1918 2.9793 1.6654
C -5.8372 4.0056 2.0130
C -6.0738 5.2153 2.6421
C -5.0095 6.0256 2.9997
C -3.7152 5.6220 2.7168
C -3.4975 4.4228 2.0621
Cl -1.8673 3.9749 1.6711
C -4.5454 3.5695 1.6868
N -4.3135 2.3439 1.0774
C -4.7425 2.0679 -0.2334
C -5.2416 3.0617 -1.0725
C -5.6065 2.7658 -2.3768
C -5.4659 1.4768 -2.8644
C -4.9808 0.4849 -2.0238
C -4.6318 0.7498 -0.7068
C -4.1665 -0.3649 0.1985
C -2.6574 -0.3343 0.4248
O -1.9541 -1.2049 -0.1709
O -2.1815 0.5374 1.1750
H -7.0927 5.4990 2.8660
H -5.1884 6.9657 3.5036
H -2.8661 6.2353 2.9843
H -3.4212 1.8860 1.2943
H -5.3263 4.0775 -0.7063
H -5.9877 3.5541 -3.0143
H -5.7302 1.2417 -3.8872
H -4.8743 -0.5294 -2.3918
H -4.4423 -1.3223 -0.2393
H -4.6487 -0.2633 1.1741

[6]
63
Properties=species:S:1:pos:R:3 method="wB97M-V/def2-TZVPD" spin_multiplicity=1 relative_energy_kj_mol=90.2 homo_lumo_gap_ev=5.8 total_charge=+1 e_homo_ev=-10.32
Pb 0.3536 0.3715 0.5472
C 2.6365 3.9725 -1.2602
C 3.0339 2.5740 -0.8756
C 2.9600 1.5206 -1.7816
C 3.3688 0.2417 -1.4175
C 3.8644 -0.0075 -0.1446
C 3.9469 1.0391 0.7658
C 3.5192 2.3094 0.4047
H 3.5242 4.6056 -1.3228
H 1.9713 4.4139 -0.5169
H 2.1449 4.0050 -2.2317
H 2.5851 1.7025 -2.7818
H 3.3316 -0.5525 -2.1553
H 4.2129 -0.9942 0.1329
H 4.3595 0.8740 1.7535
H 3.5821 3.1172 1.1257
C -1.1411 3.9722 3.4985
C -1.1293 2.5284 3.0915
S 0.1623 1.5804 3.3408
C -2.3842 2.0150 2.4788
C -3.6646 2.6204 2.9688
S -2.4121 0.8986 1.3028
H -0.1645 4.2791 3.8581
H -1.8811 4.1438 4.2842
H -1.4306 4.5968 2.6484
H -3.7247 3.6623 2.6428
H -3.6941 2.6226 4.0613
H -4.5249 2.0853 2.5779
Cl -5.7500 2.5374 -2.7939
C -4.2943 1.7362 -2.3566
C -3.0703 2.3899 -2.4589
Cl -3.0107 4.0209 -3.0030
C -1.8942 1.7317 -2.1157
Cl -0.3755 2.5509 -2.1862
C -1.8851 0.3996 -1.6657
O -0.7752 -0.2265 -1.3502
C -3.1445 -0.2124 -1.5204
Cl -3.1970 -1.7743 -0.7807
C -4.3252 0.4300 -1.8703
Cl -5.8320 -0.3734 -1.6773
C 2.0413 -3.8374 -2.7377
N 1.0714 -3.6661 -1.6240
C -0.2460 -3.1636 -2.1148
C 1.6171 -2.7764 -0.5340
C 0.8121 -2.9092 0.7314
C 0.7563 -4.1758 1.3186
C 0.0023 -4.3955 2.4563
C -0.6826 -3.3320 3.0282
C -0.5919 -2.0657 2.4685
C 0.1488 -1.8206 1.3059
H 1.6034 -4.4821 -3.4949
H 2.9584 -4.2756 -2.3525
H 2.2464 -2.8592 -3.1646
H 0.9047 -4.5773 -1.1954
H -0.0905 -2.2001 -2.5940
H -0.9019 -3.0225 -1.2630
H -0.6656 -3.8922 -2.8042
H 1.6044 -1.7674 -0.9412
H 2.6566 -3.0729 -0.3817
H 1.3290 -5.0054 0.9050
H -0.0381 -5.3806 2.9018
H -1.2774 -3.4862 3.9201
H -1.1104 -1.2438 2.9494

[7]
86
Properties=species:S:1:pos:R:3 method="wB97M-V/def2-TZVPD" spin_multiplicity=1 homo_lumo_gap_ev=10.2 total_charge=+1 e_homo_ev=-12.93
O 3.8378 -5.9741 1.3475
P 5.1692 -5.9295 0.4094
Cl 4.7166 -7.3620 -0.9932
C 4.8663 -4.3990 -0.6852
C 3.7269 -4.5431 -1.7444
C 3.0360 -3.1779 -1.6861
N 3.0145 -2.9780 -0.2046
C 2.3881 -1.7496 0.3538
O 1.0417 -1.6595 0.0451
C 0.3372 -2.8625 0.1565
C 0.3986 -3.6174 1.3258
C -0.2844 -4.8268 1.4052
C -1.0244 -5.2610 0.3122
C -1.0958 -4.4869 -0.8438
C -0.4109 -3.2793 -0.9280
C 4.4962 -3.1076 0.0650
F 4.7043 -3.1338 1.4145
H 2.9701 -5.9017 0.9302
H 5.8067 -4.2673 -1.2222
H 2.9793 -5.2746 -1.4182
H 4.0511 -4.8404 -2.7348
H 2.0643 -3.0603 -2.1532
H 3.7149 -2.4245 -2.0908
H 2.6482 -3.8295 0.2282
H 2.9121 -0.9010 -0.0928
H 2.5994 -1.7377 1.4263
H 0.9774 -3.2770 2.1793
H -0.2428 -5.4230 2.3085
H -1.5546 -6.2038 0.3419
H -1.6848 -4.8422 -1.6790
H -0.4491 -2.6638 -1.8192
H 4.9828 -2.2322 -0.3710
C 2.6491 1.9281 -1.8384
C 3.5821 2.4710 -0.7476
C 2.9564 3.2412 0.4221
F 2.3581 4.3604 -0.0150
F 3.9428 3.5806 1.2765
F 4.5703 3.1874 -1.3014
F 4.1581 1.3570 -0.1668
O 2.5386 2.6714 -3.0290
C 1.6046 3.6676 -3.1592
C 2.2436 5.0368 -3.4250
F 3.0767 5.3592 -2.4200
F 1.2562 5.9523 -3.4871
F 0.7753 3.7011 -2.1011
F 0.8551 3.3727 -4.2456
H 3.1146 0.9962 -2.1614
H 1.6701 1.6631 -1.4333
H 2.2281 2.6185 0.9507
H 2.7936 5.0175 -4.3676
C -2.7194 4.4438 -2.8821
C -3.4254 3.3224 -2.1096
C -4.7912 2.8454 -2.6121
F -5.6998 3.8323 -2.5432
F -5.2041 1.8282 -1.8189
F -3.5013 3.6282 -0.7997
F -2.6072 2.2249 -2.2270
O -2.8215 5.7526 -2.3681
C -3.8512 6.5869 -2.7078
C -4.6718 7.0036 -1.4796
F -5.1806 5.9161 -0.8679
F -5.6921 7.7849 -1.8886
F -4.6325 6.0628 -3.6672
F -3.3072 7.7201 -3.2029
H -1.6606 4.2073 -2.7891
H -2.9557 4.4010 -3.9461
H -4.7192 2.4823 -3.6406
H -4.0418 7.5553 -0.7797
C -2.4200 -1.1246 3.0257
C -3.2037 -2.3828 3.4245
C -4.5029 -2.2091 4.2158
F -4.2589 -1.6279 5.4038
F -5.0293 -3.4328 4.4354
F -2.3771 -3.2351 4.0698
F -3.5689 -2.9797 2.2505
O -1.3136 -0.7718 3.8340
C -1.4441 0.0420 4.9278
C -1.0170 -0.6661 6.2216
F -1.7603 -1.7702 6.4190
F -1.2075 0.1781 7.2538
F -2.6755 0.5578 5.0297
F -0.5817 1.0738 4.7610
H -1.9687 -1.3829 2.0679
H -3.0716 -0.2703 2.8413
H -5.2207 -1.6083 3.6511
H 0.0377 -0.9433 6.1636